Entry from the Open Molecules 2025 dataset: 9 unconnected molecules or ions with the total composition C58H39Cl17N2O in a non-equilibrium geometry (ωB97M-V/def2-TZVPD).

E: -278689.120 eV
highest occupied orbital energy: -8.75 eV
largest force on an atom: 1.366 eV Å⁻¹
SMILES string: O=C(Cl)Cc1ccc2nccnc2c1.Clc1ccccc1Cl.Clc1ccccc1Cl.Clc1ccccc1Cl.Clc1ccccc1Cl.Clc1ccccc1Cl.Clc1ccccc1Cl.Clc1ccccc1Cl.Clc1ccccc1Cl
2S+1: 1
HOMO-LUMO gap: 8.597 eV

The geometry in XYZ format:
```
117
Properties=species:S:1:pos:R:3:mulliken_charge:R:1
C -4.22 9.25 -7.12 -0.483
Cl 2.86 2.29 -4.24 -0.161
H 4.68 0.77 -2.74 0.373
C 0.20 -2.76 -5.10 -0.528
Cl 0.80 -1.65 8.18 -0.168
H 2.94 -3.33 8.83 0.393
H -1.59 11.15 -8.06 0.398
C -1.99 3.42 6.68 -0.473
C 6.61 1.58 -3.14 -0.749
H -0.29 1.66 1.04 0.724
C -3.82 -9.34 6.52 0.369
Cl 0.72 2.52 -7.96 -0.299
Cl 0.03 2.28 3.45 -0.151
H 0.62 -1.44 -3.47 0.539
H 7.24 4.19 -5.20 0.411
C 0.51 5.89 -10.07 0.062
C -3.69 -8.33 5.58 0.276
H -4.63 7.28 -7.83 0.396
C 4.01 -1.33 11.33 -0.475
C -0.41 1.25 5.95 0.297
H 4.78 -1.26 12.08 0.363
C 5.24 1.52 -3.28 -0.340
Cl 4.52 4.53 -5.83 -0.174
H 3.69 5.06 -10.86 0.418
H -3.00 -7.24 0.03 0.426
C -0.98 1.30 7.21 -0.377
H -0.81 0.50 7.91 0.389
H -1.55 -2.96 2.31 -0.433
Cl -3.43 -4.82 1.38 -0.162
H 1.02 0.52 -4.94 0.148
H 2.01 6.81 -11.29 0.375
C -0.53 -8.18 2.14 -0.479
C 2.05 -0.41 10.28 0.354
C -3.99 0.67 0.49 -0.306
H 0.73 -2.22 2.58 0.566
H -3.91 -9.82 8.60 0.401
C -3.54 -7.01 5.99 -0.398
C 3.97 -2.41 10.46 -0.484
N -3.57 -1.54 1.39 -0.415
C -0.55 0.65 1.32 -0.676
C -1.41 -6.03 2.77 0.276
Cl -3.99 -10.99 6.05 -0.206
C 5.30 3.38 -4.80 0.340
H 1.89 1.35 1.93 0.600
C -3.67 -7.71 8.28 -0.431
H -2.21 2.41 8.56 0.399
C -0.53 -7.07 2.98 -0.475
H -5.42 -0.91 0.78 0.406
C -1.88 0.22 1.14 0.560
O 3.38 -1.36 1.25 -0.429
Cl 0.16 -1.90 -9.02 -0.213
C -0.64 2.28 5.05 0.592
C -1.77 2.38 7.58 -0.719
Cl -0.33 -4.44 -7.13 -0.210
C -3.81 -9.03 7.87 -0.431
H -1.43 -9.09 0.42 0.379
C -2.31 -7.19 0.86 -0.506
Cl 3.11 0.47 -0.53 -0.164
C -1.42 3.37 5.42 -0.526
H 8.41 2.59 -3.74 0.369
H 4.71 -3.19 10.53 0.364
H -3.42 -5.67 7.66 0.406
C 0.53 -1.54 -4.54 -0.576
C 2.01 -1.49 9.40 0.371
C -1.99 9.18 -8.78 0.386
C 0.30 -1.79 -7.30 -0.175
C 2.80 -0.36 1.03 0.117
C 1.77 5.97 -10.65 -0.735
H -0.78 4.74 -8.80 0.432
H -3.56 11.22 -6.58 0.363
Cl -3.70 -8.65 3.88 -0.153
H -3.66 -7.48 9.34 0.366
C 0.75 -0.44 -5.37 -0.148
C 6.68 3.44 -4.66 -0.454
C 1.84 0.27 2.02 -0.907
C -2.85 8.08 -8.71 0.378
C 2.97 -2.49 9.50 -0.461
C 1.15 3.83 -9.00 0.338
H 0.82 0.29 -7.37 0.418
H 0.02 -3.62 -4.46 0.400
N -2.77 1.13 0.60 -0.612
H -3.44 -6.22 5.26 0.481
C 0.41 -0.20 1.82 0.370
C -2.25 10.30 -8.01 -0.437
C 4.58 2.42 -4.11 0.466
Cl 0.88 0.86 10.21 -0.178
H 0.16 -8.99 2.31 0.379
C -1.42 -8.23 1.08 -0.504
C 2.71 4.99 -10.41 -0.397
C 0.08 -2.89 -6.48 0.485
H -5.09 9.28 -6.47 0.364
H -2.60 4.26 6.97 0.369
Cl 0.57 -0.12 5.52 -0.262
H 3.08 0.51 11.91 0.397
C 0.64 -0.57 -6.74 -0.021
H -0.23 6.65 -10.26 0.050
C -1.28 -1.95 2.01 0.226
Cl -2.59 6.63 -9.63 -0.201
C 0.01 -1.52 2.16 -0.181
H -4.73 1.34 0.07 0.425
C -2.31 -6.08 1.70 0.441
Cl 3.61 2.71 -9.32 -0.200
C 7.34 2.54 -3.84 -0.426
C -3.96 8.13 -7.88 -0.439
H 2.14 0.04 3.04 0.296
C -3.53 -6.70 7.34 -0.675
Cl -1.36 -4.68 3.86 -0.143
C 0.20 4.82 -9.25 -0.426
H -1.60 4.17 4.72 0.414
C -4.37 -0.63 0.90 -0.319
C 2.41 3.92 -9.59 0.192
H 0.17 -7.04 3.80 0.401
C -2.28 -1.08 1.50 0.107
C 3.05 -0.33 11.24 -0.444
Cl -0.60 9.20 -9.80 -0.192
H 7.12 0.88 -2.49 0.385
C -3.36 10.34 -7.18 -0.479
```

***

Entry from the Open Molecules 2025 dataset: a molecular structure, C22H33ClCrN4O7P2S (ωB97M-V/def2-TZVPD).

E: -114001.481 eV
highest occupied orbital energy (alpha / beta): -10.07 / -10.24 eV
largest force on an atom: 0.475 eV Å⁻¹
2S+1: 4
HOMO-LUMO gap (alpha / beta): 6.956 / 6.846 eV
relative energy (zero: lowest compared OMol25 entry of this formula, charge and spin): 0.000 eV
charge: +1

The geometry in XYZ format:
```
71
Properties=species:S:1:pos:R:3:mulliken_spin:R:1
H 4.10 2.39 2.38 0.000
C -3.08 4.44 -0.94 0.000
C 3.36 1.35 -1.27 0.007
H -3.00 -2.22 -2.31 0.002
H -2.12 2.05 -4.05 0.000
C 4.63 -4.26 0.50 0.008
H -5.58 -1.92 0.43 0.000
H 3.06 -1.27 0.65 0.001
H -3.09 4.05 -1.95 0.000
C 2.47 0.92 -0.27 -0.019
C -2.46 -2.03 1.85 0.003
H -2.70 5.47 -0.97 0.000
H 5.12 2.45 -1.75 0.000
H -3.06 1.19 -2.83 0.000
C -3.98 -2.11 -1.87 0.000
C -2.47 0.35 2.39 0.010
P -2.58 -0.46 -0.28 0.029
H -5.01 -0.29 0.84 0.000
H -3.43 0.11 2.84 0.000
H -1.63 5.14 1.25 0.000
C -5.16 -0.99 0.02 -0.001
C 4.71 2.52 0.36 0.005
Cl 6.09 3.51 0.70 0.001
N -2.21 3.63 -0.08 0.001
H -0.09 3.36 -3.34 0.000
O -2.90 1.12 -0.39 -0.005
H -4.10 4.46 -0.55 0.000
C -2.05 1.43 -3.15 0.000
H -2.49 1.35 1.98 0.002
H -2.27 -2.78 1.10 0.003
H 0.49 3.16 -1.68 0.000
S 0.39 -2.59 0.76 -0.084
C 6.04 -4.76 0.41 -0.001
H -1.52 0.51 -3.39 0.001
C 3.18 -2.34 0.62 0.007
C 4.45 2.13 -0.97 0.001
H 5.43 -6.54 0.78 0.000
H 2.27 1.19 3.15 0.000
H -4.36 -3.09 -1.60 0.000
C 1.95 0.89 2.15 0.006
P -1.66 2.19 -0.54 -0.016
H 3.18 1.03 -2.29 0.001
N -3.90 -1.27 -0.67 -0.001
C 2.24 -4.55 0.62 0.010
C -2.05 4.14 1.29 0.001
C 2.76 1.31 1.07 0.060
H -4.66 -1.66 -2.60 0.000
H -3.01 4.18 1.80 0.000
C 3.89 2.11 1.36 0.002
O 6.25 -6.08 0.56 0.000
H 0.61 1.81 -2.82 -0.001
C 2.05 -3.17 0.65 0.018
O 1.46 0.17 -0.60 -0.045
O -1.36 -0.81 -1.09 -0.005
O 6.97 -4.03 0.19 0.002
H -1.37 3.50 1.84 0.000
H 3.60 -6.17 0.49 0.000
H -5.89 -0.56 -0.67 0.000
C 4.45 -2.89 0.54 -0.002
O -0.57 1.72 0.39 -0.005
C 3.51 -5.09 0.54 -0.005
H -3.51 -2.07 2.15 0.000
N -2.14 -0.66 1.35 -0.023
Cr 0.01 -0.35 0.48 3.080
H -1.70 0.30 3.15 -0.004
N -1.35 2.19 -2.12 0.001
C -0.01 2.66 -2.52 0.000
O 0.91 0.21 2.08 -0.047
H 5.32 -2.25 0.50 0.000
H 1.37 -5.20 0.64 0.002
H -1.83 -2.23 2.71 -0.001
```

***

Entry from the Open Molecules 2025 dataset: 2 unconnected molecules or ions with the total composition C7H17P in a non-equilibrium geometry (ωB97M-V/def2-TZVPD).

E: -16818.272 eV
highest occupied orbital energy (alpha / beta): -7.90 / -7.76 eV
largest force on an atom: 2.875 eV Å⁻¹
2S+1: 1
HOMO-LUMO gap (alpha / beta): 8.318 / 8.122 eV
relative energy (zero: lowest compared OMol25 entry of this formula, charge and spin): 5.126 eV

The geometry in XYZ format:
```
25
Properties=species:S:1:pos:R:3:mulliken_charge:R:1
H -0.78 -0.17 -1.88 0.480
H -0.24 -1.45 0.86 0.446
H 2.75 1.18 1.16 0.044
H 3.32 1.63 -0.73 0.089
C -1.04 0.71 -1.40 -2.158
H -2.92 1.75 0.15 0.458
H -3.23 -0.73 0.61 0.440
H -3.06 -0.51 -1.11 0.400
H -0.37 1.56 -1.40 0.402
C -1.41 0.24 0.03 2.639
H -2.32 1.22 1.66 0.516
H -1.91 1.06 -1.81 0.671
C -0.31 -0.41 0.84 -1.821
C 3.26 -1.50 0.27 -1.078
C -2.05 1.44 0.67 -2.031
H -1.25 2.16 0.75 0.463
H 3.40 -2.54 0.03 0.366
C 2.27 -0.70 -0.47 -0.267
C -2.56 -0.84 -0.21 -1.735
H 4.14 -0.84 0.60 0.314
H 0.06 0.06 1.82 0.299
H 1.51 -1.06 -1.19 0.436
H 2.91 -1.62 1.27 0.333
H -2.25 -1.82 -0.42 0.460
P 2.09 1.18 -0.12 -0.167
```

***

Entry from the Open Molecules 2025 dataset: C3H5N3 in the gas phase (ωB97M-V/def2-TZVPD).

E: -7658.553 eV
highest occupied orbital energy: -9.76 eV
largest force on an atom: 0.479 eV Å⁻¹
SMILES string: C=NCC1=NN1
2S+1: 1
HOMO-LUMO gap: 10.677 eV
relative energy (zero: lowest compared OMol25 entry of this formula, charge and spin): 3.902 eV

The geometry in XYZ format:
```
11
Properties=species:S:1:pos:R:3:mulliken_charge:R:1
H 2.84 -1.00 -0.26 0.265
C -0.48 -0.83 0.01 -0.330
C -0.68 0.64 0.02 0.635
N -0.18 1.77 0.17 -0.460
H 1.78 0.52 -0.10 0.256
C 1.85 -0.57 -0.16 -0.221
H -1.10 -1.23 -0.80 0.274
H -2.26 1.72 0.58 0.245
N 0.86 -1.36 -0.12 -0.427
H -0.92 -1.23 0.94 0.254
N -1.71 1.57 -0.27 -0.492
```

***

Entry from the Open Molecules 2025 dataset: C4H5ClFNS in the gas phase in a non-equilibrium geometry (ωB97M-V/def2-TZVPD).

E: -31792.293 eV
highest occupied orbital energy: -6.99 eV
largest force on an atom: 4.699 eV Å⁻¹
SMILES string: CN1CSC(Cl)=C1F
2S+1: 1
HOMO-LUMO gap: 7.652 eV
relative energy (zero: lowest compared OMol25 entry of this formula, charge and spin): 1.149 eV

The geometry in XYZ format:
```
13
Properties=species:S:1:pos:R:3:mulliken_charge:R:1
C -0.35 -1.59 1.23 0.213
H 1.00 -0.59 -1.72 0.355
H 0.70 2.29 -0.35 0.305
H -0.95 2.04 -0.11 0.322
S 0.79 -2.29 0.17 -0.182
C -0.76 -0.32 0.78 0.294
H 2.00 -0.34 -0.25 0.326
Cl -1.29 -2.51 2.33 -0.210
N 0.00 0.23 -0.14 0.057
H -0.25 1.71 -1.79 0.284
F -1.79 0.49 1.12 -0.272
C 1.03 -0.69 -0.62 -0.582
C -0.13 1.56 -0.66 -0.911
```

***

Entry from the Open Molecules 2025 dataset: C3H7NO2 in the gas phase in a non-equilibrium geometry (ωB97M-V/def2-TZVPD).

E: -8804.840 eV
highest occupied orbital energy (alpha / beta): -9.38 / -9.22 eV
largest force on an atom: 3.206 eV Å⁻¹
2S+1: 1
HOMO-LUMO gap (alpha / beta): 8.659 / 8.508 eV
relative energy (zero: lowest compared OMol25 entry of this formula, charge and spin): 5.689 eV

The geometry in XYZ format:
```
13
Properties=species:S:1:pos:R:3:mulliken_charge:R:1
N -0.30 0.18 -0.99 -0.353
H 1.93 1.36 0.43 0.303
H -2.20 0.43 -1.86 0.235
H -0.01 -1.14 0.00 0.282
O -0.46 0.43 1.37 -0.540
C 1.76 0.28 0.32 -1.123
H 2.21 -0.22 1.18 0.353
C 0.28 0.01 0.25 0.543
C -1.75 -0.07 -1.00 -0.084
H -0.08 0.02 2.16 0.320
O -1.35 -1.35 -1.22 -0.508
H 2.26 -0.06 -0.58 0.325
H -2.29 0.13 -0.07 0.247
```

***

Entry from the Open Molecules 2025 dataset: 17 unconnected molecules or ions with the total composition C2H40N3O16 in a non-equilibrium geometry (ωB97M-V/def2-TZVPD).

E: -39949.643 eV
highest occupied orbital energy: -12.81 eV
largest force on an atom: 2.646 eV Å⁻¹
2S+1: 1
HOMO-LUMO gap: 10.388 eV
relative energy (zero: lowest compared OMol25 entry of this formula, charge and spin): 0.902 eV
charge: +1

The geometry in XYZ format:
```
61
Properties=species:S:1:pos:R:3:mulliken_charge:R:1
H 0.38 -1.35 0.75 -0.077
H -3.86 0.05 0.22 0.353
O 3.83 -1.32 0.17 -0.668
N 2.28 1.15 -0.19 0.336
N 0.72 -0.04 -1.33 0.235
H -2.68 3.96 -0.58 0.308
O -2.29 0.55 1.12 -0.650
H -2.19 0.80 2.06 0.323
O -3.24 -2.77 0.95 -0.748
O 1.99 2.63 2.17 -0.566
H -2.31 0.93 -1.56 0.353
H 2.86 1.54 0.55 0.239
H 2.20 1.85 -3.94 0.224
H 4.67 -1.66 0.49 0.303
O -1.03 -3.84 1.80 -0.665
O 0.68 4.19 -2.16 -0.678
H 2.01 -3.73 2.18 0.290
H 2.42 3.19 2.83 0.258
H -1.95 1.45 4.52 0.267
H 2.46 -0.87 2.47 0.207
H -1.22 -2.58 0.20 0.160
O -0.38 3.17 0.29 -0.823
H 0.97 0.38 -2.22 0.328
H -1.31 2.99 0.02 0.412
H 1.57 4.12 -1.83 0.295
H -3.25 2.45 -0.69 0.332
H 3.26 -0.96 -1.54 0.385
H 3.67 -0.84 -3.04 0.264
O -4.36 -0.76 0.00 -0.721
H -1.83 -3.38 1.40 0.199
H -4.13 -3.10 1.09 0.298
O -0.41 -2.49 -0.31 -0.524
H -3.76 1.24 -2.28 0.267
H 1.28 -3.31 -2.38 0.309
H 1.04 2.63 -3.38 0.340
H -4.01 -0.95 -0.88 0.359
H -2.12 2.42 3.32 0.307
O -3.10 0.61 -2.00 -0.623
H 1.14 3.04 1.95 0.258
N 0.95 -0.48 0.92 1.021
O 1.74 2.01 -3.09 -0.543
C 1.37 0.19 -0.16 -0.996
H 0.53 -2.81 -3.82 0.269
H 0.10 2.35 0.12 0.631
O 1.85 -3.26 1.34 -0.603
O -1.67 1.62 3.61 -0.579
H -0.69 -2.49 -1.24 0.249
H -3.46 -1.75 0.83 0.399
H 3.11 -1.88 0.48 0.250
H 0.94 -3.32 1.03 0.270
H 1.52 0.68 2.60 0.301
O 2.98 -1.16 -2.44 -0.548
O -2.57 3.08 -0.96 -0.722
H 0.90 -0.90 2.99 0.376
H 2.49 1.53 -1.10 0.257
C 1.49 -0.38 2.24 -1.004
H -1.53 -0.01 0.91 0.272
H 0.09 4.23 -1.38 0.359
O 0.50 -3.07 -2.90 -0.566
H -1.00 -4.66 1.30 0.363
H 0.34 -0.94 -1.54 0.078
```

***

Entry from the Open Molecules 2025 dataset: 2 unconnected molecules or ions with the total composition C2H2FI3O in a non-equilibrium geometry (ωB97M-V/def2-TZVPD).

E: -31170.721 eV
highest occupied orbital energy (alpha / beta): -8.23 / -8.92 eV
largest force on an atom: 2.102 eV Å⁻¹
2S+1: 1
HOMO-LUMO gap (alpha / beta): 4.580 / 7.060 eV
relative energy (zero: lowest compared OMol25 entry of this formula, charge and spin): 2.243 eV

The geometry in XYZ format:
```
9
Properties=species:S:1:pos:R:3:mulliken_charge:R:1
I -4.60 0.51 -1.30 -0.201
H -1.32 -0.84 -0.73 0.394
I -2.76 0.45 1.08 0.175
C -1.06 -0.12 -0.03 -0.589
I 5.87 0.39 -0.65 -0.001
C 0.21 0.00 0.29 0.529
F 0.52 0.60 1.46 -0.227
H 1.89 -0.52 0.29 0.332
O 1.24 -0.45 -0.41 -0.412
```